ORCA calculation (ωB97M-V/def2-TZVPD) on a molecular structure, C27H29GeNO4SSe2W.

```
66
C27H29GeNO4SSe2W (ωB97M-V/def2-TZVPD)
W 0.658 -0.187 -0.402
O 0.700 -4.723 -4.185
C 1.414 -3.558 -4.575
C 1.265 -2.483 -3.488
C 2.117 -1.281 -3.911
O 1.701 -0.746 -5.162
C 1.780 -3.109 -2.192
Se 2.201 -2.002 -0.627
C -0.221 -2.135 -3.414
Se -0.809 -0.627 -2.304
H 0.727 -5.360 -4.904
H 1.023 -3.165 -5.519
H 2.481 -3.785 -4.704
H 3.173 -1.574 -3.937
H 2.021 -0.477 -3.184
H 2.246 -1.110 -5.863
H 2.737 -3.600 -2.385
H 1.088 -3.877 -1.852
H -0.786 -3.007 -3.089
H -0.572 -1.853 -4.406
O 2.801 2.869 -2.185
C 2.419 2.376 -1.160
O 1.621 1.295 -1.180
C 2.764 2.896 0.210
C 1.562 3.142 1.123
Ge 0.223 1.710 1.269
C -0.487 1.653 3.081
C -1.536 0.821 3.490
C -2.014 0.871 4.788
C -1.452 1.743 5.710
C -0.413 2.571 5.324
C 0.059 2.530 4.019
C -1.165 1.858 -0.174
C -2.480 1.456 0.089
C -3.524 1.852 -0.729
C -3.270 2.655 -1.834
C -1.976 3.073 -2.108
C -0.933 2.677 -1.288
C -0.614 -1.192 1.109
C -1.933 -1.557 0.811
C -2.674 -2.413 1.612
C -2.130 -2.899 2.794
C -0.836 -2.533 3.138
C -0.097 -1.701 2.310
H 3.330 3.815 0.070
H 3.428 2.166 0.675
H 1.037 4.056 0.835
H 1.951 3.305 2.127
H -1.972 0.103 2.812
H -2.822 0.214 5.084
H -1.823 1.774 6.726
H 0.039 3.248 6.037
H 0.871 3.188 3.750
H -2.695 0.828 0.940
H -4.533 1.530 -0.507
H -4.083 2.952 -2.484
H -1.773 3.696 -2.969
H 0.067 2.997 -1.544
H -2.381 -1.204 -0.108
H -3.678 -2.690 1.315
H -2.698 -3.566 3.430
H -0.391 -2.903 4.053
H 0.913 -1.466 2.611
S 3.638 0.544 3.498
C 2.711 0.252 2.228
N 2.002 0.064 1.302
```

Summary:
E_HOMO (alpha / beta) ... -7.835 / -7.836 eV
Gap between HOMO and LUMO (alpha / beta) ... 6.760 / 6.760 eV
Charge ... 0
Molecular weight ... 877.97 g mol⁻¹
Calculated total energy ... -8747.04508 hartree
Relative energy (zero: lowest compared OMol25 entry of this formula, charge and spin) ... 0.0 kJ/mol

ORCA calculation (ωB97M-V/def2-TZVPD) on a molecular structure, C52H41BaN2O7P2S2.

```
107
C52H41BaN2O7P2S2 (ωB97M-V/def2-TZVPD)
Ba -0.470 0.677 -0.185
O 2.810 -3.134 0.412
C 1.925 -4.085 -0.083
C 1.922 -5.403 0.354
C 0.948 -6.281 -0.110
C -0.005 -5.838 -1.013
C 0.044 -4.530 -1.474
C 1.006 -3.615 -1.034
P 0.898 -1.890 -1.596
C -1.881 -0.931 -3.748
C -1.361 -1.974 -4.512
C -2.031 -3.180 -4.623
C -3.239 -3.370 -3.960
C -3.760 -2.342 -3.191
C -3.086 -1.129 -3.086
C 2.625 -1.446 -1.946
C 3.029 -0.110 -1.822
C 4.287 0.324 -2.210
C 5.210 -0.581 -2.717
C 4.844 -1.919 -2.823
C 3.578 -2.341 -2.456
C 3.495 -3.354 1.579
C 4.604 -4.188 1.586
C 5.319 -4.373 2.758
C 4.932 -3.713 3.913
C 3.849 -2.844 3.885
C 3.115 -2.635 2.718
P 1.854 -1.298 2.548
C 0.244 -2.174 2.569
C 0.081 -3.536 2.359
C -1.190 -4.080 2.200
C -2.312 -3.271 2.275
C -2.165 -1.913 2.544
C -0.898 -1.372 2.691
C 1.882 -0.586 4.239
C 1.167 -1.096 5.319
C 1.243 -0.488 6.564
C 2.036 0.638 6.743
C 2.745 1.160 5.671
C 2.661 0.555 4.426
H 2.641 -5.743 1.083
H 0.943 -7.305 0.242
H -0.773 -6.511 -1.374
H -0.684 -4.184 -2.200
H -0.400 -1.844 -4.997
H -1.601 -3.984 -5.209
H -3.761 -4.317 -4.035
H -4.698 -2.480 -2.666
H -3.496 -0.333 -2.478
H 2.351 0.601 -1.356
H 4.554 1.368 -2.094
H 6.199 -0.253 -3.012
H 5.554 -2.641 -3.211
H 3.308 -3.385 -2.574
H 4.892 -4.677 0.665
H 6.182 -5.028 2.765
H 5.483 -3.855 4.834
H 3.584 -2.304 4.783
H 0.945 -4.182 2.294
H -1.291 -5.138 1.996
H -3.299 -3.694 2.135
H -3.037 -1.278 2.640
H -0.789 -0.329 2.944
H 0.545 -1.973 5.185
H 0.679 -0.892 7.395
H 2.089 1.116 7.713
H 3.346 2.051 5.796
H 3.187 0.984 3.581
C -1.089 8.860 -0.421
C -1.604 7.476 -0.138
C -1.110 6.382 -0.842
C -1.549 5.099 -0.567
C -2.505 4.922 0.422
C -3.028 5.995 1.130
C -2.568 7.267 0.847
S -3.100 3.305 0.756
O -4.427 3.398 1.292
O -2.217 2.757 2.032
N -2.747 2.319 -0.345
C -3.287 2.608 -1.660
C -4.417 3.383 -1.865
C -4.849 3.710 -3.149
C -4.119 3.249 -4.228
C -3.010 2.430 -4.050
C -2.173 2.019 -5.167
C -1.228 1.100 -4.992
C -1.114 0.390 -3.661
N -1.525 1.216 -2.530
C -2.575 2.035 -2.752
H -0.767 8.956 -1.457
H -0.230 9.083 0.215
H -1.851 9.614 -0.224
H -0.372 6.533 -1.620
H -1.166 4.249 -1.114
H -3.789 5.825 1.879
H -2.966 8.114 1.392
H -4.989 3.732 -1.015
H -5.733 4.317 -3.286
H -4.405 3.518 -5.240
H -2.317 2.507 -6.125
H -0.568 0.801 -5.798
H -0.066 0.103 -3.512
O 1.205 3.610 2.834
S 0.302 2.871 2.021
O 0.067 1.475 2.338
O -1.140 3.615 2.420
O 0.418 3.039 0.576
```

Summary:
E_HOMO ... -3.380 eV
Gap between HOMO and LUMO ... 5.578 eV
Charge ... -1
Molecular weight ... 1069.32 g mol⁻¹
Calculated total energy ... -4146.96032 hartree
Relative energy (zero: lowest compared OMol25 entry of this formula, charge and spin) ... 527.9 kJ/mol

ORCA calculation (ωB97M-V/def2-TZVPD) on a molecular structure, C4H8EuO2.

```
15
C4H8EuO2 (ωB97M-V/def2-TZVPD)
H 2.648 -1.646 1.010
C 1.323 -0.860 -0.561
C 1.874 -0.908 0.755
O 1.483 -0.109 1.742
Eu 0.115 1.398 2.450
H 1.983 -0.277 -1.223
H 0.905 -1.823 -0.881
O -2.003 1.426 0.259
C -1.517 0.169 -0.230
C -0.235 0.417 -0.969
H -2.907 1.341 0.578
H -2.261 -0.314 -0.883
H -1.346 -0.461 0.658
H 0.278 1.332 -0.649
H -0.339 0.316 -2.057
```

Summary:
E_HOMO (alpha / beta) ... -18.113 / -18.127 eV
Gap between HOMO and LUMO (alpha / beta) ... 9.259 / 9.424 eV
2S+1 ... 8
Charge ... +2
Molecular weight ... 240.07 g mol⁻¹
Calculated total energy ... -1017.31352 hartree
Expectation value of S² ... 15.7590
Relative energy (zero: lowest compared OMol25 entry of this formula, charge and spin) ... 0.0 kJ/mol

ORCA calculation (ωB97M-V/def2-TZVPD) on a molecular structure, C31H50ClPTeY.

```
85
C31H50ClPTeY (ωB97M-V/def2-TZVPD)
Y -0.232 0.747 2.244
Cl -2.689 0.885 1.631
P -0.282 0.554 -0.944
C -0.191 2.922 2.505
H 0.506 3.583 3.028
H -0.938 3.559 2.014
C 1.106 -0.386 -1.822
C -0.355 2.300 -1.672
C 2.476 0.226 -1.494
H 1.038 -1.367 -1.316
C 3.600 -0.725 -1.928
H 2.591 1.183 -2.025
H 2.567 0.458 -0.421
C 3.500 -1.126 -3.407
H 4.571 -0.254 -1.739
H 3.550 -1.634 -1.312
C 2.094 -1.594 -3.808
H 3.789 -0.271 -4.036
H 4.221 -1.926 -3.621
C 0.989 -0.644 -3.329
H 2.031 -1.694 -4.900
H 1.910 -2.591 -3.384
H 1.079 0.302 -3.878
H 0.014 -1.073 -3.592
C -1.846 -0.248 -1.653
C 0.301 2.505 -3.042
H -1.439 2.490 -1.774
C 0.195 3.956 -3.524
H 1.363 2.231 -2.976
H -0.156 1.851 -3.799
C 0.689 4.969 -2.483
H 0.774 4.065 -4.450
H -0.853 4.170 -3.774
C 0.068 4.742 -1.107
H 1.781 4.889 -2.400
H 0.466 5.986 -2.826
C 0.210 3.290 -0.651
H 0.533 5.402 -0.367
H -0.999 4.998 -1.145
H 1.270 3.063 -0.450
H -0.289 3.185 0.319
C -1.772 -1.780 -1.562
H -2.586 0.106 -0.912
C -3.118 -2.425 -1.918
H -1.004 -2.155 -2.255
H -1.465 -2.092 -0.553
C -3.658 -1.956 -3.276
H -3.008 -3.516 -1.923
H -3.848 -2.177 -1.135
C -3.655 -0.430 -3.421
H -3.049 -2.395 -4.078
H -4.678 -2.334 -3.417
C -2.308 0.203 -3.048
H -3.909 -0.154 -4.452
H -4.433 -0.001 -2.774
H -1.564 -0.089 -3.804
H -2.399 1.296 -3.108
C 0.032 -3.268 2.107
C 0.069 -2.093 2.667
H 0.715 -3.518 1.280
C -0.943 -1.632 3.707
H 0.943 -1.412 2.507
C -1.829 -2.798 4.228
H -0.469 -1.144 4.583
H -1.661 -0.885 3.270
C -2.186 -3.793 3.122
H -1.242 -3.314 5.010
H -2.751 -2.403 4.684
C -0.907 -4.365 2.500
H -2.800 -4.600 3.524
H -2.770 -3.289 2.352
H -0.449 -5.017 3.259
H -1.118 -5.029 1.662
Te 2.416 1.868 2.249
C 2.095 0.936 4.173
C 1.270 1.554 5.130
C 1.325 1.086 6.453
C 2.047 -0.067 6.760
C 2.725 -0.773 5.756
C 2.794 -0.260 4.461
H 0.635 2.391 4.825
H 0.797 1.633 7.234
H 2.095 -0.427 7.787
H 3.219 -1.718 5.982
H 3.385 -0.737 3.669
```

Summary:
E_HOMO (alpha / beta) ... -1.226 / -1.227 eV
Gap between HOMO and LUMO (alpha / beta) ... 3.661 / 3.662 eV
Charge ... -1
Molecular weight ... 705.67 g mol⁻¹
Calculated total energy ... -2319.10405 hartree
Relative energy (zero: lowest compared OMol25 entry of this formula, charge and spin) ... 167.6 kJ/mol

Question: Among the records above, which one has the lowest calculated total energy?
Answer: C27H29GeNO4SSe2W

Question: Which value of molecular weight does entry 4 give?
Answer: 705.67 g mol⁻¹

Question: Look up the relative energy (zero: lowest compared OMol25 entry of this formula, charge and spin) of the third one.
Answer: 0.0 kJ/mol